1.
Formula: C36H45F27O18
Source: OMol25
Level of theory: wB97M-V/def2-TZVPD

The geometry in XYZ format:
```
126
Properties=species:S:1:pos:R:3:forces:R:3
F 0.83927 -5.44652 -1.31872 0.015 -0.213 -0.067
F 1.09057 4.71292 -4.19990 0.308 -0.652 0.627
F -0.71608 -3.67266 -3.44077 -0.038 -0.403 0.121
F -1.27385 0.77146 0.53600 0.470 0.665 0.122
F -0.52159 -6.73794 1.53292 0.464 -0.246 0.155
F -2.45271 -7.64165 1.27993 -0.679 0.327 0.418
F -2.58406 -3.26667 -2.38438 -0.221 -0.335 -0.268
F -1.87061 2.51708 3.08796 0.434 -0.119 -0.157
F -2.84748 7.05568 -5.31997 0.840 -0.585 0.169
F 2.75739 -5.74787 -2.27981 0.017 -0.223 -0.304
F -0.73184 -3.19324 -1.31520 0.167 -0.139 -0.192
F 2.30787 -3.82102 -1.35249 -0.144 -1.611 -0.034
F 1.11336 3.97217 -2.11750 -0.816 -0.063 0.110
F -3.54266 1.76761 1.91805 0.268 0.398 0.113
F -1.39593 5.74528 -4.13959 -0.127 0.648 -1.028
F 2.94822 4.34246 -3.09384 -0.433 0.861 -0.226
F 0.22840 1.64173 -0.79698 -0.013 -0.625 0.849
F -1.88257 -5.78967 0.18009 -0.239 -0.893 0.347
F 3.16479 -2.49917 5.66189 -0.535 -1.237 0.351
F -2.18569 6.93026 3.91709 -0.033 -0.175 1.219
F 2.40053 -1.09591 4.17092 1.281 -0.802 0.363
F 0.53838 1.73470 1.35772 -0.402 -0.490 -0.455
F -0.67837 7.62194 5.32432 -0.372 -0.550 -0.215
F -1.89634 5.93935 5.91957 -1.231 0.237 0.396
F 3.79313 -0.49440 5.69857 0.655 0.447 -0.198
F -2.26160 5.10077 -6.06429 1.240 0.234 -1.337
F -2.72652 3.77011 1.48386 -0.268 -1.323 1.303
O -3.77247 4.71565 3.85200 -0.284 -4.642 -0.940
O 0.55943 4.99323 5.02845 -3.594 2.026 -2.239
O -3.25871 4.26820 -3.15614 0.599 -0.948 0.842
O 0.19416 -8.38813 -0.43442 -0.715 1.934 0.361
O 2.36607 -5.09659 1.21592 1.443 -2.668 -5.532
O 1.97022 -0.39590 0.09966 -3.110 -0.442 0.912
O -1.83526 -8.19419 -1.46514 2.130 1.882 3.657
O 4.60234 -1.34877 2.74714 -1.227 -0.262 3.629
O 2.05129 6.55204 -1.41000 -1.348 -1.035 -2.866
O -5.00497 2.77011 3.98780 3.287 0.071 -2.088
O 5.67193 -2.60005 4.43730 -3.299 1.853 -1.220
O 0.00696 -1.48145 0.82212 0.995 3.183 -1.022
O 3.58471 -6.61628 -0.05693 -1.160 0.917 -0.479
O -0.82721 -1.20056 -4.07860 -0.424 -1.747 1.042
O 1.16966 7.12771 -3.44969 -0.051 -2.312 0.047
O -0.49245 5.24229 2.96492 -1.433 1.379 2.917
O -4.88806 5.18571 -4.58476 0.039 -0.337 0.120
O -1.33389 -0.55443 -1.96735 -0.069 -1.935 -1.234
C 3.49977 -1.50559 4.88501 -1.032 0.998 -0.450
C 0.66510 -2.68551 1.20136 -0.373 -1.019 0.742
C -5.96896 3.28496 4.87998 -0.261 -0.278 0.299
C 0.67711 -10.30099 -1.87062 0.364 0.505 -0.592
C -1.34710 6.52060 4.87939 1.156 0.505 -1.217
C 1.59575 6.23697 -2.52274 1.785 3.201 2.712
C 4.09744 -7.25949 1.11549 -0.157 -1.079 -0.319
C -3.93476 3.50578 3.53673 -1.796 4.511 1.508
C -1.47828 -6.99164 0.66283 -0.175 0.816 -0.561
C 0.47524 4.46410 2.29539 1.290 -0.012 -0.046
C 4.71032 -1.94190 4.02134 3.168 0.009 -2.031
C -4.19613 3.52299 -2.42479 0.864 -1.201 0.033
C 2.67858 8.94744 -4.11999 -1.790 -0.286 -0.219
C 1.65963 4.79084 -2.98864 0.284 -0.432 -1.190
C 0.87497 -8.78633 -1.67153 -1.148 -1.680 0.821
C 4.82985 -2.91164 0.92763 0.515 1.368 0.200
C 2.71051 -5.64070 0.08961 -0.822 1.769 5.524
C -0.21506 -3.31833 2.31658 0.607 0.356 0.137
C -0.72294 0.08329 -4.67504 -0.021 1.124 -0.793
C -1.19405 -1.42626 -2.81142 0.842 2.821 0.440
C 1.58627 5.37737 1.79318 -0.217 0.191 0.107
C -3.67735 5.05042 -4.21117 0.222 2.282 -1.278
C 0.76926 -0.38608 0.39824 2.476 -2.071 -0.442
C -1.29603 -2.94391 -2.49452 -0.254 1.142 0.066
C -3.46803 2.28360 -1.83353 -0.477 0.917 0.508
C -7.11867 2.29602 4.70497 0.176 0.507 0.901
C 0.03691 0.97349 0.35317 -0.713 -0.432 -0.121
C 5.45987 -1.65443 1.70425 0.837 -2.318 -1.752
C 2.14217 -5.19513 -1.25662 0.040 2.264 0.249
C -2.99115 2.85259 2.46782 -1.056 0.757 -0.316
C 1.40233 8.49534 -3.29519 1.765 2.005 1.253
C -1.08766 -7.87000 -0.51122 0.486 -3.319 -4.872
C 3.60721 -8.69389 1.07843 0.047 -0.906 -0.345
C -0.35383 5.50408 4.32361 4.525 -3.008 -1.039
C -2.52933 5.77053 -4.91910 -2.972 -1.712 2.751
C -1.99244 0.39703 -5.45912 0.249 -0.398 0.016
H 1.56211 8.75799 -2.24944 0.513 -0.546 0.286
H 5.16867 -7.17517 0.93263 0.020 -0.034 0.843
H 1.30065 6.03079 0.96882 -0.098 -0.550 -0.354
H 1.86320 6.10720 2.55395 0.294 -0.393 0.426
H 4.15300 -9.31777 1.78623 -0.269 0.235 0.485
H -0.41267 0.88270 -4.00215 -0.225 -0.284 0.407
H -6.25411 4.31723 4.67700 0.095 -0.053 -0.472
H -7.30090 2.12710 3.64367 -0.365 0.320 0.145
H 0.77231 -3.38735 0.37431 -0.254 0.471 -0.049
H -2.83467 0.73453 -4.85509 0.148 0.010 0.027
H 0.35524 -4.07246 2.85894 0.140 -0.002 -0.078
H 3.67412 -6.82258 2.01993 0.634 0.505 -0.155
H 2.89890 10.00776 -3.99639 0.018 -0.071 0.493
H 3.75002 -9.25452 0.15462 0.423 0.550 -0.484
H 0.90740 3.73230 2.97789 -0.159 -0.020 0.086
H 1.31273 -10.90296 -1.22121 0.111 0.240 0.116
H -6.90637 1.32411 5.15043 0.247 0.063 0.015
H 0.51019 -8.20277 -2.51682 -0.091 -0.002 0.210
H 4.56810 -3.73150 1.59652 0.207 0.148 0.193
H -2.23978 -0.53957 -5.95879 -0.336 0.026 -0.103
H 1.95109 -8.67755 -1.53656 -0.186 0.708 0.298
H -4.58512 4.10588 -1.58991 -0.320 0.243 0.064
H 5.46331 -3.29049 0.12558 0.368 0.067 0.170
H 0.07672 -0.04803 -5.40402 0.097 -0.024 0.107
H 0.00387 3.92670 1.47253 -0.284 0.368 0.253
H -5.53617 3.29349 5.88033 -0.099 -0.154 0.145
H 1.68132 -2.47338 1.53365 -0.104 0.121 0.255
H 2.52771 -8.76154 1.21336 0.006 0.175 0.532
H 2.42407 4.72572 1.54511 0.185 0.390 -0.237
H 2.43154 8.86645 -5.17852 0.115 -0.295 -0.108
H 3.91742 -2.59461 0.42258 -0.113 0.182 0.225
H 1.04160 -10.41447 -2.89158 -0.153 -0.676 -0.153
H -1.14891 -3.79712 2.02201 0.148 0.150 -0.624
H -1.78125 1.12238 -6.24485 -0.036 0.179 0.212
H 0.50377 9.09788 -3.42793 -0.150 -0.494 -1.187
H -7.94336 2.72686 5.27275 -0.483 -0.212 -0.437
H -2.69712 2.59527 -1.12879 0.460 0.046 -0.396
H -0.50079 -2.54884 3.03376 0.153 0.106 0.036
H 3.55094 8.32801 -3.91168 -0.131 0.074 0.204
H 5.59609 -0.80189 1.03887 -0.816 0.153 0.087
H 6.48363 -1.81723 2.04118 -0.070 -0.566 0.385
H -4.15786 1.75827 -1.17302 -0.336 -0.298 -0.192
H -0.33375 -10.69532 -1.76676 -0.067 0.480 -0.218
H -3.08636 1.59764 -2.58976 0.091 0.158 0.058
H -5.01482 3.11985 -3.02089 -0.157 0.557 -0.288
```
Positions in Å, forces in eV/Å.

Values from the calculation:
E: -148287.6093 eV
E_LUMO (alpha / beta): 1.30 / 1.30 eV
Net charge: -1
Multiplicity: 2
Kohn-Sham gap (alpha / beta): 1.333 / 5.925 eV

2.
Formula: C34H40MgN4
Source: OMol25
Level of theory: wB97M-V/def2-TZVPD

The geometry in XYZ format:
```
79
Properties=species:S:1:pos:R:3:forces:R:3
Mg -0.41423 -0.39988 0.37334 0.231 -0.268 -0.094
N -0.54248 -1.01220 -3.01348 -0.808 -0.814 -1.556
N -0.91737 -2.15614 1.43848 0.786 1.393 -1.121
N -0.12791 -2.62260 -1.62262 -0.670 2.159 -1.645
N -2.45788 0.26305 0.10200 -0.055 0.289 -0.074
C -0.29891 2.46380 -5.47815 0.074 0.206 0.641
C -1.60288 0.99616 -4.00871 0.821 0.218 -0.044
C -0.71938 -3.27451 0.66213 -1.262 -2.427 0.800
C 1.02479 1.78860 -0.35463 0.169 -0.459 0.946
C 0.25387 2.09544 0.79878 0.681 -0.973 0.069
C -4.80371 2.91644 1.22917 0.167 -0.336 -0.031
C -2.39176 -3.42178 2.88880 0.763 0.584 0.163
C -1.61128 -2.29250 2.60866 -1.597 -0.844 1.185
C -4.09691 1.62540 3.17031 -0.022 -0.161 -0.562
C -3.24263 1.09713 0.97796 -0.252 -0.384 -0.520
C 0.73296 0.49242 -4.47035 -0.571 0.422 0.552
C -1.40588 -4.47598 0.99348 1.747 1.130 -1.397
C 2.16234 -0.91020 1.98937 0.222 -0.387 0.385
C -2.95067 0.59255 -3.51092 -0.431 0.284 0.120
C -0.48362 -1.26460 -1.66234 1.441 -1.755 -0.600
C 1.83630 0.66133 -0.05535 -0.685 0.384 0.885
C -0.20276 3.65461 -6.39346 0.001 -0.125 -0.123
C -0.10203 -3.18092 -2.92196 -0.212 0.091 1.613
C 0.15640 -3.30717 -0.47577 1.503 -0.822 1.254
C 0.58648 1.15937 1.82736 0.201 -0.047 -1.061
C 1.06263 2.61549 -1.58478 -0.169 0.281 -0.519
C -0.45459 0.22755 -3.74768 -0.216 -0.034 -0.834
C -3.98026 2.14063 0.41036 -0.137 0.120 0.439
C 1.90816 -0.42889 -4.44330 0.621 -0.049 -0.013
C -0.42213 -2.19788 -3.76008 0.366 1.572 -0.434
C 0.11380 1.18315 3.23484 -0.172 -0.106 0.472
C -3.29110 0.82576 2.34679 -0.182 0.285 0.159
C -0.62655 3.27371 0.95930 -0.322 0.410 0.052
C 1.55151 0.24687 1.28400 0.012 0.970 -0.401
C -2.28319 -4.54939 2.06351 -1.391 -0.351 1.226
C -1.49387 2.11994 -4.84166 -0.100 -0.325 -0.021
C 0.80559 1.64151 -5.26331 -0.344 -0.368 -0.101
C -4.87642 2.63513 2.59776 0.118 0.192 0.032
C 2.85664 0.01600 -0.91456 0.282 -0.495 -0.239
H 0.12736 -4.21399 -3.12114 -0.119 0.008 0.266
H 1.77284 2.21603 -2.32015 -0.225 0.119 0.100
H -3.66494 1.33469 -3.87211 -0.134 -0.148 0.107
H 3.76254 -0.18669 -0.32406 -0.089 0.008 -0.222
H 0.79430 1.74430 3.89486 -0.072 -0.057 -0.062
H -3.92019 2.32006 -0.66928 -0.043 -0.032 0.426
H 2.76340 -1.51520 1.29841 -0.188 0.059 0.191
H -3.26371 -0.39125 -3.87618 0.169 0.048 0.062
H 0.07331 2.65912 -2.07056 0.324 0.093 -0.053
H -0.44836 -2.19441 -4.84001 -0.062 0.138 0.137
H -2.71930 -0.00851 2.76490 -0.207 0.347 -0.288
H 3.14378 0.64592 -1.76448 -0.067 -0.095 0.152
H -5.54227 3.22582 3.22358 0.142 -0.055 -0.046
H -5.40628 3.71407 0.78816 0.195 -0.230 0.193
H -1.04264 3.67550 -7.09654 0.076 0.049 0.106
H 1.38072 -1.56136 2.40621 0.254 -0.026 -0.071
H -0.87780 1.64281 3.32392 0.143 -0.037 0.029
H -2.84458 -0.67425 -0.04609 0.018 0.265 0.229
H 2.49408 -0.95278 -1.29859 0.181 0.174 -0.017
H 0.04599 0.16323 3.63406 -0.007 0.134 0.059
H -0.07073 4.10727 1.41265 -0.154 0.055 -0.042
H -1.22576 -5.32375 0.33851 -0.112 0.060 0.047
H 0.72403 3.60803 -6.97322 -0.112 0.104 0.032
H 2.63221 -0.08086 -5.18357 0.013 -0.065 0.019
H -1.48090 3.04927 1.61016 0.101 0.183 -0.085
H -2.39187 2.71698 -5.01895 0.294 -0.120 -0.061
H -2.34193 0.69026 -0.82280 -0.144 -0.138 0.548
H 1.74994 1.86388 -5.75902 -0.212 -0.021 -0.006
H -1.01562 3.62377 -0.00644 0.019 -0.032 0.194
H -4.12898 1.43736 4.24775 -0.035 0.050 -0.407
H 2.42241 -0.43849 -3.47766 -0.235 -0.114 -0.059
H 1.63650 -1.45761 -4.69609 0.122 0.209 0.122
H -0.21486 4.60311 -5.84112 -0.035 -0.184 -0.042
H -3.01867 -3.43490 3.78252 0.193 0.023 -0.092
H -2.89785 -5.44264 2.22333 0.192 0.335 0.049
H 2.81243 -0.59657 2.81966 -0.009 -0.010 -0.060
H -3.02154 0.57525 -2.42080 -0.048 -0.104 -0.252
H 1.36586 3.65144 -1.35928 -0.092 -0.197 -0.114
H 0.84795 -4.14875 -0.59095 -0.694 0.059 -0.177
H -1.56510 -1.48229 3.35620 0.050 -0.316 -0.513
```
Positions in Å, forces in eV/Å.

Values from the calculation:
E: -47309.4065 eV
E_LUMO (alpha / beta): 4.33 / 4.33 eV
Net charge: -2
Kohn-Sham gap (alpha / beta): 3.039 / 1.779 eV

> What is the net charge in the first record?

-1